Run 1
This record from the OMol25 dataset describes C5H7N in the gas phase. The level of theory is wB97M-V/def2-TZVPD.

E_LUMO: -0.3 eV
frontier orbital gap: 7.90 eV
E_HOMO: -0.302 Eh

Bonds (Å) are listed after each position.
Positions of all 13 atoms, in Å:
1 C 0.398 -1.218 0.005  C2 1.515, C6 1.508, H7 1.097, H8 1.100
2 C 1.096 0.020 -0.519  C1 1.515, C3 1.337, H9 1.086
3 C 0.608 1.258 -0.395  C2 1.337, C4 1.418, H10 1.108
4 C -0.580 1.933 -0.015  C3 1.418, H11 1.110
5 N -1.963 -0.469 0.198  C6 1.273, H12 1.026
6 C -0.881 -0.882 0.729  C1 1.508, N5 1.273, H13 1.095
7 H 1.068 -1.776 0.672  C1 1.097
8 H 0.170 -1.890 -0.836  C1 1.100
9 H 2.051 -0.126 -1.014  C2 1.086
10 H 1.197 2.111 -0.786  C3 1.108
11 H -0.421 2.434 0.962  C4 1.110
12 H -1.872 -0.438 -0.823  N5 1.026
13 H -0.872 -0.957 1.821  C6 1.095

=====

Run 2
This record from the OMol25 dataset describes C5H7N in the gas phase. The level of theory is wB97M-V/def2-TZVPD.

E_LUMO (alpha / beta): -0.4 / -0.2 eV
frontier orbital gap (alpha / beta): 9.18 / 8.91 eV
E_HOMO (alpha / beta): -0.352 / -0.336 Eh

Bonds (Å) are listed after each position.
Positions of all 13 atoms, in Å:
1 C -0.799 0.868 -0.002  C2 1.580, C3 1.294
2 C -2.348 0.609 -0.172  C1 1.580, N6 1.240, H7 1.093
3 C 0.269 0.140 0.064  C1 1.294, C4 1.463, C5 1.497
4 C 1.534 0.860 0.206  C3 1.463, H8 1.042, H9 1.115, H10 1.062
5 C 0.418 -1.345 -0.041  C3 1.497, H11 1.079, H12 1.100, H13 1.025
6 N -2.817 -0.538 -0.136  C2 1.240
7 H -3.076 1.423 -0.229  C2 1.093
8 H 1.953 0.670 1.141  C4 1.042
9 H 1.462 1.963 0.055  C4 1.115
10 H 2.029 0.356 -0.587  C4 1.062
11 H 1.048 -1.507 -0.901  C5 1.079
12 H -0.577 -1.792 -0.183  C5 1.100
13 H 0.904 -1.708 0.786  C5 1.025

=====

Run 3
This record from the OMol25 dataset describes C5H7N in the gas phase. The level of theory is wB97M-V/def2-TZVPD.

E_LUMO: 1.1 eV
frontier orbital gap: 10.03 eV
SMILES string: C=C=NCC=C
E_HOMO: -0.330 Eh

Bonds (Å) are listed after each position.
Positions of all 13 atoms, in Å:
1 C -1.112 -1.427 1.344  C2 1.308, H7 1.084, H8 1.082
2 C -0.483 -0.289 1.490  C1 1.308, N3 1.223
3 N 0.076 0.797 1.544  C2 1.223, C4 1.482
4 C 0.661 1.307 0.282  N3 1.482, C5 1.510, H9 1.092, H10 1.095
5 C 0.897 0.317 -0.834  C4 1.510, C6 1.330, H11 1.088
6 C -0.015 -0.127 -1.695  C5 1.330, H12 1.089, H13 1.087
7 H -2.115 -1.409 0.935  C1 1.084
8 H -0.619 -2.369 1.537  C1 1.082
9 H 1.608 1.790 0.537  C4 1.092
10 H -0.023 2.094 -0.051  C4 1.095
11 H 1.919 -0.041 -0.940  C5 1.088
12 H -1.071 0.128 -1.630  C6 1.089
13 H 0.277 -0.771 -2.521  C6 1.087

=====

Run 4
This record from the OMol25 dataset describes C5H7N in the gas phase. The level of theory is wB97M-V/def2-TZVPD.

E_LUMO: 1.1 eV
frontier orbital gap: 9.57 eV
SMILES string: C1=C[C@H]2C[C@@H]1N2
E_HOMO: -0.311 Eh

Bonds (Å) are listed after each position.
Positions of all 13 atoms, in Å:
1 C -1.336 -0.085 -0.225  C2 1.308, C5 1.504, H7 1.179
2 C -0.797 1.021 0.220  C1 1.308, C3 1.588, H8 1.174
3 C 0.754 0.721 0.382  C2 1.588, C4 1.694, N6 1.461, H9 1.145
4 C 0.461 -0.820 1.021  C3 1.694, C5 1.612, H10 1.020, H11 1.116
5 C -0.120 -0.932 -0.479  C1 1.504, C4 1.612, N6 1.559, H12 1.212
6 N 0.954 0.105 -0.928  C3 1.461, C5 1.559, H13 1.159
7 H -2.342 -0.694 -0.141  C1 1.179
8 H -0.990 2.083 0.682  C2 1.174
9 H 1.549 1.544 0.408  C3 1.145
10 H 1.408 -1.197 1.069  C4 1.020
11 H -0.341 -0.897 1.792  C4 1.116
12 H -0.362 -1.917 -1.142  C5 1.212
13 H 0.622 0.910 -1.693  N6 1.159

=====

It comes down to run 3, which is 260.7 kJ/mol more stable than the next structure.

=====

Run 1
This record from the OMol25 dataset describes C5H7N in the gas phase. The level of theory is wB97M-V/def2-TZVPD.

E_LUMO: 0.9 eV
frontier orbital gap: 11.33 eV
SMILES string: CC1(C#N)CC1
E_HOMO: -0.383 Eh

Bonds (Å) are listed after each position.
Positions of all 13 atoms, in Å:
1 C 1.491 0.281 -0.114  C2 1.526, H7 1.092, H8 1.093, H9 1.096
2 C 0.078 -0.242 0.126  C1 1.526, C3 1.451, C5 1.526, C6 1.508
3 C 0.037 -1.671 0.373  C2 1.451, N4 1.157
4 N 0.029 -2.799 0.631  C3 1.157
5 C -1.133 0.488 0.701  C2 1.526, C6 1.488, H10 1.087, H11 1.086
6 C -0.956 0.389 -0.773  C2 1.508, C5 1.488, H12 1.087, H13 1.084
7 H 1.621 1.319 0.201  C1 1.092
8 H 2.247 -0.345 0.365  C1 1.093
9 H 1.664 0.251 -1.196  C1 1.096
10 H -1.047 1.446 1.205  C5 1.087
11 H -1.885 -0.173 1.124  C5 1.086
12 H -0.557 1.285 -1.241  C6 1.087
13 H -1.588 -0.228 -1.403  C6 1.084

=====

Run 2
This record from the OMol25 dataset describes 2 unconnected molecules or ions with the total composition C5H7N. The level of theory is wB97M-V/def2-TZVPD.

E_LUMO (alpha / beta): 0.9 / 0.9 eV
frontier orbital gap (alpha / beta): 8.68 / 8.68 eV
E_HOMO (alpha / beta): -0.286 / -0.286 Eh

Bonds (Å) are listed after each position.
Positions of all 13 atoms, in Å:
1 C -1.220 -0.283 -0.003  C4 1.403, C5 1.456, N6 1.280
2 C 2.392 -0.068 0.614  C3 1.291, H7 1.087, H8 1.082
3 C 2.079 -0.018 -0.638  C2 1.291, H9 1.064
4 C -0.276 -0.785 -0.911  C1 1.403, N6 1.481, H10 1.066
5 C -2.204 0.737 0.333  C1 1.456, H11 1.088, H12 1.091, H13 1.089
6 N -0.681 -1.377 0.384  C1 1.280, C4 1.481
7 H 3.369 0.203 1.006  C2 1.087
8 H 1.682 -0.407 1.357  C2 1.082
9 H 2.539 0.252 -1.559  C3 1.064
10 H -0.362 -1.266 -1.859  C4 1.066
11 H -2.646 1.147 -0.573  C5 1.088
12 H -1.704 1.549 0.863  C5 1.091
13 H -2.968 0.318 0.984  C5 1.089

=====

It comes down to run 1, which is 463.4 kJ/mol more stable than the next structure.

=====

Run 1
This record from the OMol25 dataset describes C5H7N in the gas phase. The level of theory is wB97M-V/def2-TZVPD.

E_LUMO: 0.8 eV
frontier orbital gap: 9.50 eV
SMILES string: NC1C=CC=C1
E_HOMO: -0.319 Eh

Bonds (Å) are listed after each position.
Positions of all 13 atoms, in Å:
1 N -1.886 0.724 -0.434  C2 1.481, H7 1.057, H8 0.978
2 C -0.646 0.102 0.084  N1 1.481, C3 1.463, C6 1.461, H9 1.128
3 C 0.355 1.011 0.643  C2 1.463, C4 1.321, H10 1.053
4 C 1.514 0.379 0.682  C3 1.321, C5 1.459, H11 1.087
5 C 1.362 -0.823 -0.132  C4 1.459, C6 1.298, H12 1.102
6 C 0.143 -0.946 -0.558  C2 1.461, C5 1.298, H13 1.005
7 H -1.849 0.854 -1.482  N1 1.057
8 H -2.623 0.096 -0.293  N1 0.978
9 H -0.870 -0.667 0.879  C2 1.128
10 H 0.047 1.990 0.879  C3 1.053
11 H 2.514 0.541 1.077  C4 1.087
12 H 2.205 -1.463 -0.443  C5 1.102
13 H -0.266 -1.798 -0.902  C6 1.005

=====

Run 2
This record from the OMol25 dataset describes C5H7N in the gas phase. The level of theory is wB97M-V/def2-TZVPD.

E_LUMO: 1.0 eV
frontier orbital gap: 9.80 eV
SMILES string: CC#C[C@H]1CN1
E_HOMO: -0.325 Eh

Bonds (Å) are listed after each position.
Positions of all 13 atoms, in Å:
1 C -2.561 0.352 0.117  C2 1.460, H7 1.091, H8 1.101, H9 1.095
2 C -1.259 -0.137 -0.327  C1 1.460, C3 1.210
3 C -0.155 -0.492 -0.675  C2 1.210, C4 1.462
4 C 1.264 -0.157 -0.775  C3 1.462, C5 1.479, N6 1.463, H10 1.085
5 C 1.757 0.158 0.583  C4 1.479, N6 1.451, H11 1.090, H12 1.083
6 N 2.477 -0.785 -0.253  C4 1.463, C5 1.451, H13 1.013
7 H -3.274 0.244 -0.701  C1 1.091
8 H -2.523 1.415 0.401  C1 1.101
9 H -2.912 -0.205 0.991  C1 1.095
10 H 1.505 0.504 -1.602  C4 1.085
11 H 1.131 -0.299 1.349  C5 1.090
12 H 2.168 1.136 0.803  C5 1.083
13 H 2.384 -1.734 0.088  N6 1.013

=====

It comes down to run 1, which is 124.6 kJ/mol more stable than the next structure.